No. 1
104
Properties=species:S:1:pos:R:3:forces:R:3 method="wB97M-V/def2-TZVPD" s_squared=2.0120 charge=+1 orbital_gap_ev="4.43 / 6.55" multiplicity=3
Au 0.000 0.000 0.000 0.06 -2.84 -0.31
C -0.692 -1.311 4.710 0.23 0.03 0.32
N -0.848 -1.584 3.300 0.66 -0.05 -1.05
C -0.066 -1.064 2.285 -0.32 0.51 2.30
N -0.549 -1.470 1.119 -1.69 -3.19 2.63
C -1.561 -2.346 1.379 -0.93 -0.79 0.42
C -1.769 -2.463 2.745 1.10 0.99 -1.20
C -2.698 -3.299 3.500 -0.45 -0.42 0.34
C -4.079 -3.139 3.341 -0.15 -0.18 0.09
C -4.970 -3.980 4.010 0.29 0.02 -0.06
C -4.487 -4.989 4.842 0.06 0.11 -0.10
C -3.113 -5.159 5.005 0.03 0.22 -0.18
C -2.221 -4.318 4.335 -0.26 -0.12 0.12
C -2.219 -3.062 0.299 -0.40 -0.39 -0.96
C -2.468 -4.439 0.361 -0.18 -0.08 -0.23
C -3.048 -5.104 -0.723 0.12 0.38 0.12
C -3.380 -4.399 -1.879 0.03 0.06 0.08
C -3.125 -3.032 -1.957 0.24 -0.05 0.34
C -2.540 -2.369 -0.876 0.15 -0.53 -0.43
P 1.641 -0.323 2.560 1.83 -0.24 0.30
C 2.382 -1.121 1.110 0.12 0.42 3.25
N 1.638 -1.035 0.045 3.70 -3.42 -2.18
C 2.385 -1.518 -0.996 1.49 -0.29 -1.16
C 3.679 -1.799 -0.569 -2.05 0.65 0.26
N 3.646 -1.530 0.796 -0.04 -0.01 -0.04
C 4.777 -1.577 1.687 0.11 -0.25 0.06
C 4.884 -2.147 -1.317 0.48 -0.22 -0.32
C 5.379 -1.260 -2.283 0.14 -0.08 -0.12
C 6.510 -1.588 -3.032 -0.20 -0.13 0.19
C 7.154 -2.805 -2.821 -0.13 0.00 0.08
C 6.668 -3.694 -1.862 -0.16 0.20 0.03
C 5.535 -3.367 -1.112 0.32 0.00 -0.24
C 1.819 -1.605 -2.337 -0.40 0.05 -0.46
C 0.768 -0.740 -2.679 0.32 -0.50 -0.93
C 0.170 -0.793 -3.939 0.59 -0.34 -0.14
C 0.610 -1.724 -4.875 0.11 -0.04 0.06
C 1.641 -2.604 -4.546 0.01 0.23 0.42
C 2.239 -2.548 -3.282 -0.20 0.02 -0.43
C 1.720 1.285 1.629 0.37 0.27 2.13
N 1.326 1.398 0.377 3.20 3.70 1.33
C 1.789 2.595 -0.088 1.31 0.98 -0.41
C 2.634 3.181 0.841 -1.43 -1.41 -0.23
N 2.526 2.358 1.955 -0.35 -0.46 -0.20
C 3.200 2.559 3.216 0.03 -0.07 0.15
C 3.482 4.365 0.751 0.38 0.56 -0.08
C 2.920 5.639 0.625 0.21 0.21 -0.06
C 3.741 6.757 0.464 0.05 -0.27 -0.02
C 5.127 6.608 0.424 -0.14 -0.08 0.00
C 5.695 5.341 0.547 -0.26 -0.09 0.03
C 4.876 4.223 0.708 0.08 0.32 -0.03
C 1.400 3.094 -1.395 -0.42 0.06 -1.13
C 2.316 3.636 -2.302 -0.11 0.06 -0.40
C 1.884 4.102 -3.547 -0.10 -0.13 0.30
C 0.535 4.024 -3.898 0.04 -0.11 -0.16
C -0.383 3.473 -3.008 1.19 0.39 -0.16
C 0.049 3.006 -1.766 2.13 5.95 -4.59
H -0.357 -0.280 4.846 0.04 -0.24 0.00
H 0.043 -2.012 5.116 -0.09 0.20 0.25
H -1.652 -1.429 5.218 0.16 -0.09 -0.15
H -4.466 -2.369 2.676 0.14 -0.09 0.12
H -6.040 -3.855 3.869 0.19 0.00 0.04
H -5.182 -5.651 5.352 0.13 0.12 -0.07
H -2.736 -5.957 5.639 -0.04 0.16 -0.10
H -1.152 -4.485 4.443 -0.11 0.09 -0.03
H -2.183 -5.012 1.238 -0.05 0.15 -0.02
H -3.221 -6.175 -0.670 0.02 0.17 0.02
H -3.818 -4.918 -2.727 0.04 0.07 0.14
H -3.357 -2.480 -2.864 0.00 -0.08 0.09
H -2.305 -1.309 -0.955 -0.40 -1.69 -0.40
H 5.627 -1.076 1.215 -0.02 -0.18 0.08
H 5.011 -2.625 1.889 0.26 0.19 0.17
H 4.545 -1.066 2.624 -0.12 -0.06 -0.12
H 4.871 -0.315 -2.466 0.04 -0.19 0.12
H 6.875 -0.898 -3.788 -0.05 -0.10 0.14
H 8.028 -3.066 -3.412 -0.13 0.03 0.12
H 7.163 -4.650 -1.709 -0.09 0.16 0.00
H 5.149 -4.081 -0.388 0.01 0.13 -0.06
H 0.406 -0.025 -1.941 0.62 -0.07 -1.18
H -0.640 -0.110 -4.176 0.62 -0.42 -0.52
H 0.142 -1.773 -5.854 0.08 0.02 0.12
H 1.975 -3.343 -5.269 -0.04 0.10 0.13
H 3.019 -3.265 -3.043 -0.05 0.14 0.08
H 4.153 2.025 3.183 0.02 0.10 0.32
H 2.574 2.179 4.027 0.18 -0.02 -0.12
H 3.367 3.626 3.382 0.04 -0.18 -0.12
H 1.839 5.764 0.627 0.17 -0.10 0.04
H 3.296 7.742 0.351 0.06 -0.17 0.04
H 5.763 7.478 0.283 -0.11 -0.15 0.04
H 6.775 5.221 0.496 -0.18 0.00 0.03
H 5.328 3.235 0.765 -0.12 0.09 0.03
H 3.373 3.685 -2.057 -0.10 0.01 0.07
H 2.602 4.515 -4.249 -0.09 -0.05 0.13
H 0.202 4.381 -4.869 0.10 0.01 0.08
H -1.433 3.396 -3.278 0.10 0.42 0.06
H -0.668 2.557 -1.080 2.33 8.61 -3.52
C -1.874 0.795 -2.668 -0.16 -0.39 0.39
S -2.073 1.392 -1.014 -7.78 3.38 -6.73
O -2.735 0.278 -0.339 -0.36 -0.20 2.47
O -2.897 2.586 -1.192 1.57 -1.57 1.53
O -0.699 1.646 -0.587 -4.52 -7.07 7.48
H -2.859 0.572 -3.084 0.00 0.07 0.28
H -1.263 -0.110 -2.645 -0.88 0.39 0.30
H -1.380 1.565 -3.264 -0.13 -0.38 0.28
H -1.606 -0.146 -0.100 -2.08 -0.88 0.67

=====

No. 2
11
Properties=species:S:1:pos:R:3:forces:R:3 method="wB97M-V/def2-TZVPD" charge=0 orbital_gap_ev=10.28
N 2.089 0.430 0.404 -0.10 -0.12 0.00
C 1.140 0.037 -0.453 -0.02 -0.24 -0.24
N 0.832 -0.715 -1.409 0.29 0.13 0.31
N -0.965 -0.564 1.117 -0.15 0.12 -0.32
C -1.168 -0.066 -0.028 0.16 -0.09 0.29
O -2.368 0.081 -0.614 0.06 0.02 -0.12
N -0.124 0.468 -0.839 -0.18 0.18 0.11
H 2.859 -0.207 0.550 -0.09 0.08 -0.05
H 1.765 0.921 1.225 -0.02 -0.09 -0.10
H -1.846 -0.873 1.528 0.11 0.04 0.01
H -2.214 0.487 -1.481 -0.06 -0.06 0.11

=====

No. 3
27
Properties=species:S:1:pos:R:3:forces:R:3 method="wB97M-V/def2-TZVPD" s_squared=6.3272 charge=+1 orbital_gap_ev="7.80 / 6.95" multiplicity=5
C 2.211 -0.546 0.846 0.82 3.05 1.73
O 1.266 0.512 1.161 1.34 -1.40 -1.48
C 0.145 0.067 1.843 -0.86 -1.02 0.89
C -0.908 1.144 1.923 -0.04 0.28 0.29
O -1.364 1.559 0.615 0.38 0.99 1.12
C -0.778 2.784 0.138 0.10 0.31 -0.07
H 3.040 -0.040 0.315 -0.71 -0.53 -0.41
H 2.658 -0.890 1.805 -0.75 -0.84 -0.56
H 0.392 -0.233 2.882 -0.04 0.14 -0.26
H -0.284 -0.843 1.369 0.17 0.43 0.04
H -0.528 2.032 2.442 -0.08 -0.17 -0.09
H -1.792 0.771 2.456 0.30 0.06 -0.03
H -1.167 2.967 -0.871 0.13 -0.06 0.27
H -1.087 3.604 0.797 0.13 -0.14 -0.16
H 0.311 2.673 0.124 -0.23 0.11 -0.02
O -1.034 -0.675 -1.474 -0.01 -0.38 -1.07
C -0.929 -2.129 -1.543 0.39 1.52 2.53
C 0.606 -2.291 -1.446 -0.93 1.08 0.26
O 0.888 -1.270 -2.442 1.55 -1.66 -2.50
C 0.262 -0.156 -1.949 -0.18 -0.20 0.93
Fe -2.250 0.362 -0.535 -1.40 -0.01 -0.16
H -1.447 -2.431 -2.462 1.03 -0.47 -0.10
H -1.451 -2.586 -0.694 -0.08 0.33 -0.02
H 1.778 -2.145 -0.866 -2.31 1.92 1.49
H 0.039 0.596 -2.713 0.45 -0.39 -0.04
H 0.827 0.220 -1.077 -0.59 0.17 -0.28
H 0.594 -3.055 -0.645 1.40 -3.13 -2.31

=====

No. 4
18
Properties=species:S:1:pos:R:3:forces:R:3 method="wB97M-V/def2-TZVPD" s_squared=3.7611 charge=0 orbital_gap_ev="6.34 / 4.69" multiplicity=4
O -0.276 1.095 -0.613 -0.58 0.05 -0.07
Cr -2.537 2.816 0.682 0.33 -0.49 -0.07
O -1.861 1.060 0.957 -0.95 1.31 0.22
C -0.854 0.414 0.444 -0.60 -4.81 0.35
C 0.533 0.345 -1.501 0.27 -0.46 0.06
C 0.903 1.223 -2.677 0.03 0.16 -0.12
H 1.437 -0.002 -0.975 -0.25 0.06 -0.12
H -0.027 -0.541 -1.843 0.13 0.19 0.13
H 1.454 2.113 -2.344 -0.13 -0.23 -0.08
H 1.539 0.662 -3.375 -0.15 0.14 0.16
H 0.004 1.552 -3.216 0.22 -0.08 0.13
O 0.135 0.079 1.386 0.48 -3.74 2.65
C -0.301 -1.374 1.966 1.47 3.36 1.17
C 0.563 -2.189 2.578 0.02 1.24 -0.20
H -1.354 -1.414 2.269 0.21 0.11 -0.94
H 1.612 -1.914 2.709 -0.19 -0.32 -0.49
H 0.187 -3.029 3.161 -0.01 0.14 -0.37
H -1.157 -0.896 0.390 -0.30 3.36 -2.42

=====

no.,strongest force on any atom (eV/Å)
1,11.24
2,0.44
3,4.14
4,4.86